[1]
Below is C25H22FeN4O3Te as an isolated structure, with properties calculated with ωB97M-V/def2-TZVPD.

Each line ends with the Löwdin charge.
Cartesian coordinates (Å):
Fe  0.4216  -0.2509  0.2546  0.17
O  -0.5250  4.5511  2.3167  0.05
C  0.7352  4.3088  2.7124  -0.27
C  1.3609  5.2886  3.4877  -0.02
C  2.6547  5.1126  3.9291  -0.08
C  3.3646  3.9550  3.6117  -0.09
C  2.7507  2.9845  2.8498  -0.02
C  1.4389  3.1357  2.3911  -0.07
C  0.8519  2.0471  1.5835  -0.41
O  1.5246  1.0003  1.3538  -0.13
N  -0.4047  2.2391  1.1371  0.08
N  -0.7848  1.1660  0.4165  -0.12
C  -1.9546  1.0434  -0.1080  -0.06
C  -2.1418  -0.2097  -0.8305  -0.26
C  -3.2960  -0.5325  -1.5326  -0.02
C  -3.3443  -1.7292  -2.2279  -0.06
C  -2.2404  -2.5665  -2.2120  -0.05
C  -1.1242  -2.1815  -1.4888  -0.09
N  -1.0742  -1.0433  -0.8024  0.04
H  -0.8124  3.7835  1.7671  0.06
H  0.7999  6.1834  3.7222  0.12
H  3.1215  5.8866  4.5257  0.10
H  4.3818  3.8224  3.9537  0.10
H  3.2731  2.0769  2.5792  0.11
H  -2.7137  1.8138  -0.0423  0.13
H  -4.1294  0.1568  -1.5388  0.12
H  -4.2296  -1.9974  -2.7893  0.11
H  -2.2290  -3.4955  -2.7634  0.11
H  -0.2253  -2.7840  -1.4603  0.12
O  1.6641  -1.8917  0.1560  -0.18
C  1.7793  -2.4695  1.4565  -0.13
C  0.3799  -2.4861  2.0119  -0.23
C  -0.2133  -3.6339  2.5021  0.00
C  -1.4998  -3.5342  3.0174  -0.04
C  -2.1348  -2.3055  3.0044  -0.04
C  -1.4841  -1.2230  2.4325  -0.08
N  -0.2526  -1.3104  1.9349  0.08
H  2.4973  -1.5211  -0.1919  0.04
H  2.4136  -1.8444  2.0904  0.14
H  2.1966  -3.4753  1.3989  0.13
H  0.3218  -4.5727  2.4829  0.12
H  -2.0013  -4.4057  3.4170  0.11
H  -3.1321  -2.1822  3.4014  0.11
H  -1.9651  -0.2562  2.3539  0.12
Te  1.8318  0.6750  -1.7562  1.02
C  0.9855  -0.1022  -3.5409  -0.63
C  -0.3705  0.0221  -3.8438  -0.17
C  -0.8902  -0.4688  -5.0334  -0.10
C  -0.0612  -1.0873  -5.9591  -0.11
C  1.2936  -1.2010  -5.6808  -0.10
C  1.8082  -0.7157  -4.4866  -0.17
H  -1.0284  0.5376  -3.1520  0.08
H  -1.9479  -0.3558  -5.2422  0.10
H  -0.4630  -1.4659  -6.8903  0.09
H  1.9558  -1.6717  -6.3976  0.10
H  2.8669  -0.8197  -4.2810  0.08

As for the orbital gap: 6.168 eV. The energy above the lowest of the compared OMol25 structures with the same formula, charge and spin is 0.00 kcal/mol. For the LUMO energy, the calculation gives -0.4 eV. The value obtained for the total energy is -2942.37898 a.u.

[2]
Below is C25H22I2N4O2S2SbZr as an isolated structure, with properties calculated with ωB97M-V/def2-TZVPD.

Each line ends with the Löwdin charge.
Cartesian coordinates (Å):
Zr  0.3552  0.2355  0.4129  1.68
C  1.2575  3.4220  0.5914  -0.03
C  -0.1962  3.2929  0.2789  -0.29
C  -0.9565  4.3043  -0.2799  0.04
C  -2.3004  4.0764  -0.5243  0.03
C  -2.8800  2.8479  -0.1923  -0.06
C  -2.0729  1.8789  0.3563  -0.45
N  -0.7624  2.1085  0.5685  -0.13
Sb  -2.9619  0.0480  1.1424  1.66
C  -1.6350  0.2340  2.8298  -0.43
C  -2.1833  0.2668  4.0890  -0.07
C  -1.3453  0.4048  5.1998  0.02
C  0.0095  0.4979  4.9977  0.03
C  0.5234  0.4546  3.7040  -0.29
C  1.9929  0.5574  3.4752  -0.06
N  -0.2851  0.3291  2.6409  -0.08
C  -1.7362  -1.6740  0.5297  -0.45
C  -2.4278  -2.7859  0.1056  -0.07
C  -1.7583  -4.0093  0.0672  0.03
C  -0.4536  -4.0880  0.5095  0.04
C  0.2098  -2.9418  0.9252  -0.28
C  1.6023  -3.0004  1.4597  -0.02
N  -0.4362  -1.7599  0.8903  -0.13
H  1.4358  4.2319  1.3012  0.12
H  1.6673  2.5215  1.0751  -0.01
H  1.8497  3.6215  -0.3021  0.11
H  -0.4991  5.2581  -0.5070  0.15
H  -2.9084  4.8568  -0.9651  0.14
H  -3.9346  2.6716  -0.3554  0.12
H  -3.2542  0.1848  4.2225  0.11
H  -1.7574  0.4364  6.2003  0.14
H  0.6938  0.6055  5.8292  0.14
H  2.5415  -0.1632  4.0829  0.12
H  2.2735  0.3667  2.4342  -0.08
H  2.3592  1.5524  3.7317  0.10
H  -3.4724  -2.7206  -0.1681  0.12
H  -2.2740  -4.8994  -0.2706  0.14
H  0.0647  -5.0375  0.5461  0.15
H  1.6503  -3.7401  2.2604  0.12
H  2.3094  -3.3034  0.6864  0.07
H  1.9241  -2.0475  1.8815  0.03
O  0.6559  1.2422  -1.6031  -0.44
S  -0.1014  0.0959  -2.2196  0.68
O  -1.4262  0.1151  -1.6166  -0.33
N  0.6740  -1.1502  -1.5727  -0.27
C  1.5571  -1.6367  -2.5186  -0.84
S  2.9273  -2.4306  -2.1478  0.73
C  1.1154  -1.2322  -3.8858  -0.21
C  1.5457  -1.7190  -5.1012  0.03
C  0.9815  -1.1880  -6.2618  0.02
C  0.0161  -0.1844  -6.2194  0.00
C  -0.4215  0.3345  -5.0061  0.01
C  0.1458  -0.2201  -3.8731  -0.24
H  2.2951  -2.4987  -5.1453  0.13
H  1.3020  -1.5672  -7.2231  0.14
H  -0.3999  0.1997  -7.1407  0.13
H  -1.1592  1.1237  -4.9622  0.14
I  3.4029  -0.1758  -0.1693  0.53
I  4.6602  1.7971  1.2058  0.36

As for the orbital gap: 6.547 eV. For the LUMO energy, the calculation gives -10.3 eV. The value obtained for the total energy is -3013.54802 a.u. Its net charge is +3.

[3]
Below is an isolated molecule of C25H22N4O3S, with properties calculated with ωB97M-V/def2-TZVPD.

Each line ends with the Löwdin charge.
Cartesian coordinates (Å):
C  -5.8298  -0.1749  -0.4205  0.07
C  -5.5721  0.3726  0.7552  -0.38
C  -6.4931  1.3364  1.4329  -0.06
C  -4.3234  0.0614  1.5465  -0.15
N  -3.2226  -0.3913  0.7201  0.00
C  -2.5732  0.4748  -0.0990  -0.54
S  -3.0531  2.1599  0.0161  1.07
C  -2.0525  2.9665  -1.2767  -0.33
C  -0.6473  3.3406  -0.8012  -0.54
O  -0.3217  4.4694  -0.5270  0.08
N  0.1555  2.2501  -0.7522  0.04
N  1.4451  2.3013  -0.3495  0.06
C  2.0808  1.1926  -0.2511  -0.04
C  3.4612  1.1161  0.1373  -0.08
C  4.1773  2.2904  0.4044  -0.26
O  3.6451  3.5101  0.3411  0.09
C  5.5424  2.2240  0.7592  0.01
C  6.1817  1.0273  0.8480  -0.02
C  5.4990  -0.1844  0.5957  -0.17
C  6.1712  -1.4174  0.6961  -0.04
C  5.5206  -2.5969  0.4611  -0.09
C  4.1646  -2.5750  0.1198  -0.08
C  3.4867  -1.3891  0.0137  -0.03
C  4.1237  -0.1519  0.2412  -0.10
N  -1.6320  0.1483  -0.9204  0.07
C  -1.2231  -1.1593  -0.9698  -0.21
C  -0.1922  -1.5217  -1.8439  -0.03
C  0.2625  -2.8209  -1.8609  -0.07
C  -0.2990  -3.7834  -1.0227  -0.07
C  -1.3248  -3.4437  -0.1698  0.00
C  -1.7950  -2.1298  -0.1324  -0.06
C  -2.8768  -1.7528  0.7693  -0.36
O  -3.4555  -2.5053  1.5219  0.10
H  -6.7337  0.0496  -0.9585  0.07
H  -5.1601  -0.8729  -0.8949  0.07
H  -6.7282  0.9898  2.4381  0.09
H  -6.0132  2.3109  1.5174  0.08
H  -7.4168  1.4476  0.8733  0.08
H  -4.5309  -0.7536  2.2495  0.14
H  -4.0070  0.9439  2.1118  0.11
H  -2.5978  3.8783  -1.5171  0.09
H  -2.0251  2.2930  -2.1317  0.08
H  -0.2737  1.3336  -0.9578  0.09
H  1.5577  0.2610  -0.4795  0.10
H  2.6954  3.4529  0.0874  0.08
H  6.0483  3.1569  0.9520  0.12
H  7.2271  0.9848  1.1169  0.11
H  7.2176  -1.4111  0.9657  0.11
H  6.0409  -3.5396  0.5394  0.10
H  3.6446  -3.5049  -0.0597  0.10
H  2.4404  -1.4302  -0.2461  0.08
H  0.2312  -0.7729  -2.4968  0.12
H  1.0650  -3.0959  -2.5295  0.11
H  0.0715  -4.7966  -1.0478  0.11
H  -1.7834  -4.1686  0.4851  0.12

As for the orbital gap: 7.826 eV. The energy above the lowest of the compared OMol25 structures with the same formula, charge and spin is 11.15 kcal/mol. As for the SMILES: C=C(C)Cn1c(SCC(=O)N/N=C/c2c(O)ccc3ccccc23)nc2ccccc2c1=O. For the LUMO energy, the calculation gives 0.1 eV. The value obtained for the total energy is -1808.83962 a.u.

[4]
Below is C25H22NO5Yb as an isolated structure in a non-equilibrium geometry, with properties calculated with ωB97M-V/def2-TZVPD.

Each line ends with the Löwdin charge.
Cartesian coordinates (Å):
C  0.4585  -2.1129  1.0615  -0.22
C  -0.8604  -2.4304  0.5797  -0.22
C  -0.7747  -2.6346  -0.8203  -0.21
H  -1.7548  -2.5338  1.1838  0.09
C  0.5888  -2.4582  -1.2025  -0.18
C  1.3450  -2.1200  -0.0457  -0.17
H  2.4179  -1.9348  0.0124  0.10
H  0.7568  -1.9495  2.0945  0.11
H  -1.6099  -2.9319  -1.4473  0.09
H  1.0046  -2.6316  -2.1912  0.08
C  -0.8241  2.6683  -0.5612  -0.18
C  -0.3881  2.4176  0.7715  -0.24
C  0.9632  1.9562  0.7152  -0.23
H  -0.9693  2.5881  1.6737  0.10
C  1.3556  1.9148  -0.6571  -0.19
C  0.2522  2.3502  -1.4315  -0.21
H  0.2703  2.5512  -2.5024  0.10
H  -1.7818  3.1085  -0.8455  0.10
H  1.5925  1.7341  1.5732  0.10
H  2.3540  1.6817  -1.0285  0.11
Yb  -0.4304  -0.0071  -0.1098  1.83
O  -0.2269  0.1210  -2.7114  -0.21
C  -1.4387  -0.4310  -3.2667  -0.12
C  -0.1986  -0.7481  -4.0298  -0.10
H  -1.8777  -1.2058  -2.6363  0.08
H  -2.0996  0.3097  -3.7128  0.12
H  0.2801  -1.7184  -3.8384  0.13
H  1.0825  -1.7937  -6.1658  0.11
C  0.7179  -0.7872  -6.3601  -0.03
C  0.0744  -0.0823  -5.3100  -0.17
C  -0.4097  1.2141  -5.5993  -0.03
H  -0.9033  1.8123  -4.8339  0.11
C  -0.2991  1.7527  -6.8850  -0.07
H  -0.7275  2.7323  -7.1204  0.11
C  0.3504  1.0455  -7.9094  -0.07
H  0.4435  1.4661  -8.9192  0.11
C  0.8569  -0.2362  -7.6283  -0.08
H  1.3477  -0.8074  -8.4187  0.11
O  -1.9892  -1.7845  3.1403  0.00
C  -1.3114  -0.7348  3.2246  -0.56
O  -0.9037  -0.0201  2.2151  -0.20
C  -0.8462  -0.4037  4.6402  -0.10
C  0.2276  0.4870  4.8426  -0.01
C  0.8307  0.6510  6.0886  0.02
C  0.3194  -0.0470  7.2100  -0.16
C  -0.8533  -0.8151  7.0660  0.02
C  -1.3855  -1.0313  5.7916  0.00
N  1.0250  -0.0645  8.4490  -0.32
O  2.1075  0.5550  8.5497  0.05
O  0.5397  -0.7146  9.4036  0.05
H  0.6261  1.0196  3.9795  0.11
H  1.7061  1.2883  6.2103  0.12
H  -1.2923  -1.2646  7.9582  0.12
H  -2.2068  -1.7401  5.7147  0.12

As for the orbital gap (spin up / spin down): 7.785 / 7.725 eV. For the LUMO energy (spin up / spin down), the calculation gives -0.7 / -0.7 eV. The value obtained for the total energy is -2555.37953 a.u. Its spin multiplicity is 2. As for the expectation value of S²: 0.751.

Which of these has the highest total energy? C25H22N4O3S